Molecular formula: C40H41N5PPdSSe2
Method: DFT, wB97M-V/def2-TZVPD

The geometry in XYZ format:
```
91
Properties=species:S:1:pos:R:3:forces:R:3
Pd 0.28040 0.03600 0.25810 -0.9 -1.2 0.5
C -2.12090 -0.58350 7.00190 0.2 0.0 0.0
C -0.74240 -1.08680 6.54880 -0.1 -0.1 0.2
C 0.33370 -0.46010 7.43480 -0.2 -0.1 -0.1
C -0.66010 -2.61660 6.68280 0.0 0.1 0.0
C -0.54180 -0.74450 5.09070 0.3 0.2 -0.2
C 0.54210 0.00960 4.63860 -0.2 -0.1 -0.1
C 0.67700 0.27040 3.28880 0.2 0.2 0.3
N -0.18820 -0.16910 2.38920 0.4 -0.1 -0.7
C -1.23780 -0.91470 2.77290 0.1 0.2 0.5
C -1.43340 -1.20170 4.11870 0.1 0.1 -0.4
C -2.12240 -1.38310 1.68740 -0.4 -0.2 -0.4
C -3.20400 -2.23570 1.89070 0.2 0.2 -0.1
C -3.97640 -2.68290 0.81840 0.2 0.1 0.1
C -3.61130 -2.22280 -0.44940 0.1 0.1 0.1
C -2.53350 -1.36850 -0.58450 -0.3 -0.2 -0.3
N -1.81090 -0.95630 0.45160 0.8 0.3 0.2
C -5.12390 -3.65400 0.98330 -0.2 -0.2 0.2
C -5.42710 -3.97160 2.45160 0.1 0.1 -0.2
C -4.73670 -4.96190 0.27190 0.0 0.2 0.0
C -6.38720 -3.05920 0.34770 0.2 0.0 0.0
H -2.27030 -0.83940 8.04670 -0.1 0.0 0.1
H -2.93020 -1.02660 6.42840 -0.1 -0.1 -0.1
H -2.18020 0.49830 6.90770 0.0 0.1 0.0
H 0.13960 -0.70900 8.47340 0.0 0.0 0.1
H 0.33480 0.62370 7.35230 0.0 0.2 0.0
H 1.31920 -0.84340 7.18470 0.2 0.0 0.0
H -0.69220 -2.88930 7.73350 0.0 -0.1 0.1
H 0.27680 -2.98430 6.26890 0.1 -0.1 0.0
H -1.48440 -3.11580 6.17950 -0.1 -0.1 -0.1
H 1.28590 0.38830 5.31680 0.1 0.1 0.1
H 1.50930 0.86120 2.91210 -0.1 -0.1 0.1
H -2.27880 -1.79590 4.41610 -0.2 -0.1 0.0
H -3.43950 -2.57240 2.88460 0.0 0.0 0.1
H -4.15670 -2.52680 -1.32750 -0.1 0.0 -0.1
H -2.23390 -1.00480 -1.56120 0.0 0.0 0.0
H -4.57740 -4.44360 2.94170 0.1 0.0 0.1
H -6.25870 -4.66890 2.50470 -0.1 0.0 0.0
H -5.71850 -3.07260 2.99190 0.0 0.1 0.1
H -3.87170 -5.42040 0.74640 0.1 -0.1 0.1
H -4.50650 -4.79120 -0.77610 0.0 0.0 -0.2
H -5.56470 -5.66170 0.32590 -0.1 -0.1 0.0
H -6.62670 -2.09410 0.78710 -0.1 0.1 0.1
H -7.22250 -3.72980 0.52040 -0.1 -0.1 0.0
H -6.27880 -2.93080 -0.72530 0.0 0.0 -0.2
Se -0.16530 2.19260 -0.74480 -0.5 0.9 0.2
P -1.79520 3.03170 0.52800 0.7 0.8 0.2
Se -3.61470 1.90560 0.16300 -0.3 -0.2 -0.1
C -1.30030 3.00560 2.28450 -0.2 -0.1 -0.6
C -0.10590 3.63430 2.62350 0.0 0.0 -0.1
C 0.25420 3.73380 3.95460 0.1 0.1 0.0
C -0.57890 3.22000 4.93750 -0.1 0.0 0.0
C -1.76890 2.59830 4.59140 0.1 0.0 0.1
C -2.13350 2.48180 3.26130 -0.1 0.0 -0.1
C -2.08760 4.79040 0.13560 0.0 -0.8 0.1
C -3.18260 5.39090 0.75610 0.1 0.0 0.0
C -3.39550 6.74490 0.57780 -0.1 0.0 0.0
C -2.53020 7.48480 -0.21530 0.1 0.0 -0.1
C -1.44610 6.87510 -0.83430 -0.1 0.0 0.0
C -1.22840 5.51680 -0.67500 0.1 -0.1 0.0
H 0.52040 4.05160 1.84460 0.0 0.1 0.0
H 1.16980 4.23260 4.23120 0.1 0.1 0.0
H -0.30720 3.31930 5.97730 0.0 0.0 0.1
H -2.42750 2.21800 5.35640 -0.1 0.0 0.1
H -3.06710 2.00660 2.98870 0.0 0.0 0.0
H -3.85150 4.80780 1.37740 0.0 0.0 0.1
H -4.24020 7.22090 1.05370 0.0 0.0 0.0
H -2.70820 8.54010 -0.36170 0.0 0.1 0.0
H -0.77260 7.45350 -1.44590 0.0 0.1 -0.1
H -0.39490 5.03180 -1.16760 0.0 0.0 0.0
N 4.50510 -0.97230 -0.16340 0.2 -0.2 0.0
C 4.82300 0.36020 -0.06270 1.3 0.3 -0.1
C 6.02130 1.04500 -0.15120 -0.3 -1.0 -0.1
C 5.96640 2.42350 -0.01880 0.5 -0.3 -0.1
C 4.75570 3.10090 0.18740 -1.6 0.2 0.2
C 3.56160 2.42500 0.28790 0.3 1.4 0.1
C 3.59210 1.03350 0.15080 -1.1 -1.3 0.0
N 2.59180 0.10620 0.16330 0.0 1.5 0.1
C 3.16750 -1.08230 -0.03350 0.1 -0.8 -0.2
C 2.39660 -2.29600 -0.13310 0.2 -0.2 -0.1
C 2.85970 -3.58330 -0.27330 -0.2 -0.2 0.0
S 1.56370 -4.68070 -0.41320 0.4 0.5 0.1
C 0.47340 -3.36450 -0.27470 0.3 0.3 0.0
N 1.02770 -2.19810 -0.13360 -0.3 0.2 0.2
H 5.16470 -1.71900 -0.32250 0.0 -0.1 0.0
H 6.95230 0.53290 -0.32550 0.2 0.0 0.0
H 6.87920 2.99280 -0.07160 0.2 0.1 0.0
H 4.77230 4.17610 0.26670 0.0 0.1 0.0
H 2.62420 2.93620 0.46490 0.0 0.0 -0.1
H 3.87490 -3.92780 -0.29670 0.2 -0.1 0.0
H -0.58910 -3.51060 -0.31610 -0.3 0.0 0.0
```
Positions in Å, forces in eV/Å.

calculated total energy	-203869.69378	eV
<S²>	6.04
multiplicity	5
net charge	+3
energy above the lowest of the compared OMol25 structures with the same formula, charge and spin	0.00	kcal/mol
lowest unoccupied orbital energy (spin up / spin down)	-8.636 / -12.050	eV
M	919.18	g/mol
highest occupied orbital energy (spin up / spin down)	-15.77 / -15.75	eV

Want to see where the charge sits? The Löwdin charges in e are: Pd 0.6951; C -0.0172; C -0.5513; C -0.0443; C -0.0209; C -0.1311; C 0.0237; C -0.1126; N 0.0090; C -0.1841; C 0.0716; C -0.2024; C 0.0791; C -0.1265; C 0.0190; C -0.1558; N -0.0105; C -0.5550; C -0.0475; C -0.0225; C -0.0232; H 0.1022; H 0.0840; H 0.0758; H 0.1010; H 0.0854; H 0.0928; H 0.1001; H 0.0952; H 0.0844; H 0.1162; H 0.1122; H 0.1162; H 0.1046; H 0.1269; H 0.1229; H 0.0879; H 0.0999; H 0.0952; H 0.0908; H 0.0828; H 0.1008; H 0.0962; H 0.0996; H 0.0840; Se 0.3816; P 0.2589; Se 0.6023; C -0.4147; C -0.1023; C -0.0570; C -0.0515; C -0.0556; C -0.1056; C -0.4073; C -0.0916; C -0.0413; C -0.0310; C -0.0443; C -0.1006; H 0.0981; H 0.1171; H 0.1198; H 0.1080; H 0.0737; H 0.1046; H 0.1226; H 0.1231; H 0.1182; H 0.0700; N 0.2245; C -0.1186; C 0.0642; C 0.0469; C 0.0078; C 0.0367; C -0.1522; N 0.1215; C -0.1895; C -0.2900; C -0.2646; S 1.1877; C -0.3846; N -0.0201; H 0.1933; H 0.1399; H 0.1436; H 0.1348; H 0.0909; H 0.0958; H 0.0872


Molecular formula: C40H41NO16
Method: DFT, wB97M-V/def2-TZVPD

The geometry in XYZ format:
```
98
Properties=species:S:1:pos:R:3:forces:R:3
C 0.18795 1.76816 -0.37528 -0.3 0.4 -0.3
C 0.55028 2.84446 -1.40835 0.3 -0.2 0.2
O 0.02431 2.58400 -2.70483 0.0 0.0 0.1
C -1.37784 2.67999 -2.76489 -0.3 0.0 -0.3
C -1.85096 4.13427 -2.94280 0.3 0.1 0.1
O -2.97577 4.45973 -2.14749 0.0 -0.2 0.0
C -4.15237 3.77189 -2.54092 -0.2 0.3 0.0
C -5.01248 3.47934 -1.31005 0.3 0.1 0.1
O -5.24407 2.08405 -1.16370 0.0 0.0 0.0
C -4.63908 1.53274 -0.02011 0.1 0.1 0.3
O -4.72587 0.13987 -0.14834 -0.2 -0.2 -0.1
C -3.65582 -0.42408 -0.76710 0.1 -0.3 0.1
O -2.52771 -0.27705 -0.40016 0.2 0.3 -0.1
O -4.04599 -1.18657 -1.78489 -0.4 0.3 -0.1
C -3.23777 -1.07616 -2.97600 0.2 -0.2 -0.2
C -4.09508 -0.71534 -4.18998 -0.2 0.2 -0.1
N -5.29295 0.05724 -3.86304 0.2 0.3 0.1
H 1.06180 1.51580 0.21567 -0.1 0.0 0.1
H -0.61544 2.10433 0.28244 0.0 -0.1 0.0
H -0.17688 0.88475 -0.89977 0.2 -0.1 0.1
H 1.63195 2.86515 -1.54093 0.0 0.0 -0.1
H 0.24962 3.83840 -1.05678 0.0 0.0 -0.1
H -1.86482 2.25391 -1.87816 0.1 0.0 0.1
H -1.69024 2.07517 -3.62061 0.1 0.0 0.0
H -1.04252 4.78876 -2.61522 -0.1 0.0 0.0
H -2.03043 4.36298 -3.99965 -0.1 0.0 0.0
H -3.92339 2.83221 -3.04950 0.0 -0.1 0.1
H -4.71624 4.40121 -3.24173 0.1 0.0 -0.1
H -4.48053 3.87042 -0.43742 0.0 0.0 0.0
H -5.96707 4.00595 -1.35781 -0.1 -0.2 -0.1
H -3.59069 1.84054 0.06395 0.0 0.0 0.0
H -5.17395 1.82431 0.88707 -0.1 -0.1 0.0
H -2.74858 -2.03524 -3.14007 0.1 0.0 0.1
H -2.47354 -0.31691 -2.81191 0.0 0.0 0.1
H -3.43687 -0.14663 -4.85825 0.1 -0.1 0.0
H -4.37839 -1.61524 -4.74093 -0.1 -0.1 0.1
H -5.25323 0.44344 -2.92672 -0.1 -0.1 0.0
H -5.39377 0.84677 -4.48829 -0.1 -0.1 -0.1
C 3.62059 -3.26836 0.09236 0.0 0.0 0.0
C 3.19089 -2.11320 0.59283 0.1 0.0 -0.1
C 3.16641 -0.88230 -0.23179 -0.1 0.0 0.0
O 2.77920 0.17315 0.22702 0.2 -0.1 0.0
C 3.62161 -0.98503 -1.64007 0.0 0.0 0.0
C 4.04855 -2.14084 -2.14152 0.0 0.0 0.0
C 4.08611 -3.37499 -1.31375 0.0 0.0 0.0
O 4.48533 -4.42417 -1.76829 0.0 0.0 0.0
H 3.65605 -4.17655 0.68156 0.0 0.0 0.0
H 2.85218 -2.01996 1.61439 0.0 0.0 0.0
H 3.58449 -0.07333 -2.22309 0.0 0.0 0.0
H 4.38849 -2.24287 -3.16421 0.0 0.0 0.0
C 3.21762 -1.04841 5.90336 0.0 0.0 0.0
C 2.75985 -1.58672 4.77736 0.0 0.0 0.0
C 3.05620 -2.99744 4.42888 0.0 0.0 0.0
O 2.64256 -3.48774 3.39610 0.0 -0.1 0.0
C 3.87551 -3.78771 5.37779 0.0 0.0 0.0
C 4.33293 -3.24863 6.50363 0.0 0.0 0.0
C 4.03867 -1.83789 6.85346 0.1 0.0 0.0
O 4.46363 -1.34257 7.87572 -0.2 -0.1 0.1
H 3.02157 -0.02054 6.18023 0.0 0.0 0.0
H 2.16074 -1.03033 4.06699 0.0 0.0 0.0
H 4.07714 -4.81352 5.09698 0.0 0.0 0.0
H 4.93799 -3.80038 7.21126 0.0 0.0 0.0
C -6.09437 4.02008 -7.64338 0.0 0.0 0.0
C -6.23826 5.28688 -8.02233 0.0 0.0 0.0
C -6.60116 6.34727 -7.04717 0.0 0.0 0.0
O -6.73383 7.50043 -7.39183 0.0 0.0 0.0
C -6.79811 5.93863 -5.63217 0.0 0.0 0.0
C -6.65366 4.67172 -5.25420 0.0 0.0 0.0
C -6.28671 3.61459 -6.22938 0.0 0.0 0.0
O -6.15053 2.46097 -5.88073 0.1 0.0 0.0
H -5.83103 3.22963 -8.33454 0.0 0.0 0.0
H -6.10127 5.60856 -9.04677 0.0 0.0 0.0
H -7.06509 6.72789 -4.94096 0.0 0.0 0.0
H -6.79748 4.34665 -4.23115 0.0 0.0 0.0
C 7.11506 0.25646 7.57144 0.0 0.0 0.0
C 7.85597 1.13573 8.24097 0.0 0.0 0.0
C 8.96014 1.87538 7.58046 0.0 0.0 0.0
O 9.63856 2.67499 8.18757 0.0 0.0 0.0
C 9.20642 1.59852 6.14055 0.0 0.0 0.0
C 8.46569 0.72159 5.46890 0.0 0.0 0.0
C 7.36226 -0.01486 6.13351 0.0 0.0 0.0
O 6.68001 -0.81105 5.51859 0.0 0.0 0.0
H 6.29920 -0.30340 8.01206 0.1 0.1 0.1
H 7.69546 1.35403 9.28913 0.0 0.0 0.0
H 10.01655 2.15076 5.68151 0.0 0.0 0.0
H 8.62468 0.50406 4.42028 0.0 0.0 0.0
C -0.23795 -7.85983 0.30460 0.0 0.0 0.0
C -0.48675 -8.17707 1.57222 0.0 0.0 0.0
C -0.14664 -7.24794 2.68038 0.0 0.0 0.0
O -0.37324 -7.53754 3.83571 0.0 0.0 0.0
C 0.48358 -5.95430 2.31826 0.0 0.1 0.0
C 0.73134 -5.63694 1.05097 0.0 0.0 0.0
C 0.38904 -6.56218 -0.05752 0.0 0.0 0.0
O 0.60832 -6.27037 -1.21300 0.0 0.0 0.0
H -0.47765 -8.51926 -0.51985 0.0 0.0 0.0
H -0.94457 -9.11499 1.85985 0.0 0.0 0.0
H 0.72194 -5.28610 3.13577 0.0 0.0 0.0
H 1.18416 -4.69529 0.76757 0.0 0.0 0.0
```
Positions in Å, forces in eV/Å.

calculated total energy	-76387.23125	eV
lowest unoccupied orbital energy	-1.791	eV
M	791.76	g/mol
highest occupied orbital energy	-8.93	eV

Want to see where the charge sits? The Löwdin charges in e are: C -0.0674; C -0.2451; O -0.1472; C -0.2057; C -0.1719; O -0.1361; C -0.1712; C -0.1484; O -0.0963; C -0.2032; O 0.0790; C -0.5687; O 0.1521; O 0.0436; C -0.1256; C -0.2401; N 0.0359; H 0.0427; H 0.0701; H 0.0726; H 0.1157; H 0.1116; H 0.1112; H 0.1207; H 0.1227; H 0.1267; H 0.1189; H 0.1066; H 0.1294; H 0.1240; H 0.1340; H 0.1480; H 0.1286; H 0.1097; H 0.1076; H 0.1023; H 0.0400; H 0.0266; C 0.0186; C 0.0249; C -0.3651; O 0.0865; C 0.0247; C 0.0242; C -0.3810; O 0.1116; H 0.1172; H 0.0905; H 0.1219; H 0.1220; C 0.0303; C 0.0301; C -0.3636; O 0.0735; C 0.0308; C 0.0305; C -0.3847; O 0.0816; H 0.1269; H 0.1242; H 0.1245; H 0.1264; C 0.0239; C 0.0241; C -0.3839; O 0.1126; C 0.0278; C 0.0096; C -0.3731; O 0.0988; H 0.1230; H 0.1231; H 0.1242; H 0.1132; C 0.0291; C 0.0277; C -0.3865; O 0.1075; C 0.0219; C 0.0199; C -0.3684; O 0.0996; H 0.0930; H 0.1232; H 0.1217; H 0.1209; C 0.0202; C 0.0184; C -0.3847; O 0.1038; C 0.0241; C 0.0256; C -0.3825; O 0.1082; H 0.1211; H 0.1206; H 0.1063; H 0.1057


Which value of M does entry 2 give?
791.76 g/mol